Formula: C19H36FI2N2O10S3
Source: the OMol25 dataset
Level of theory: ωB97M-V with the def2-TZVPD basis set

```
73
C19H36FI2N2O10S3 ωB97M-V with the def2-TZVPD basis set
C 6.35 -2.29 1.26
C 5.72 -1.17 0.20
I 5.82 -1.53 -1.99
C 5.10 0.08 0.76
I 5.07 0.31 2.98
C 4.48 1.27 -0.19
C 5.35 2.07 -1.33
C 4.67 3.24 -2.24
N 3.26 3.61 -2.00
N 2.58 2.96 -1.04
O 1.29 3.41 -0.88
C 2.91 1.84 -0.10
C 1.83 1.18 0.99
C 0.54 0.47 0.19
C -0.45 -0.38 1.20
F -0.91 -1.58 0.41
H 7.21 -1.71 1.83
H 5.59 -2.64 2.07
H 6.90 -3.18 0.70
H 6.48 1.80 -1.53
H 5.35 3.77 -3.07
H 1.38 4.02 -0.06
H 1.49 1.95 1.80
H 2.35 0.27 1.57
H 0.95 -0.23 -0.66
H -0.15 1.29 -0.32
H -1.45 0.22 1.46
H 0.08 -0.70 2.20
O 2.47 4.01 -6.67
S 1.26 4.24 -5.91
O -0.05 3.93 -6.44
O 1.26 5.77 -5.36
C 1.44 6.83 -6.29
C 0.16 7.11 -7.05
C 1.42 3.44 -4.33
H 2.27 6.61 -6.97
H 1.72 7.72 -5.72
H -0.10 6.28 -7.72
H 0.27 8.01 -7.67
H -0.68 7.25 -6.37
H 2.39 3.71 -3.89
H 1.38 2.36 -4.49
H 0.60 3.76 -3.68
O -2.39 0.42 6.94
S -2.34 -0.54 5.86
O -2.12 -0.13 4.49
O -3.67 -1.48 5.92
C -4.94 -0.86 5.94
C -5.35 -0.39 4.55
C -1.16 -1.80 6.27
H -4.97 -0.04 6.66
H -5.66 -1.61 6.29
H -4.72 0.43 4.21
H -6.39 -0.04 4.56
H -5.25 -1.20 3.83
H -1.35 -2.15 7.28
H -0.16 -1.35 6.21
H -1.24 -2.61 5.55
O -5.06 -5.75 1.53
S -4.52 -6.38 0.34
O -3.74 -7.60 0.40
O -3.68 -5.27 -0.51
C -2.66 -4.53 0.14
C -1.39 -5.36 0.28
C -5.83 -6.61 -0.83
H -3.01 -4.16 1.11
H -2.45 -3.66 -0.48
H -1.54 -6.19 0.98
H -0.57 -4.74 0.66
H -1.10 -5.79 -0.68
H -6.39 -5.68 -0.93
H -6.49 -7.40 -0.45
H -5.41 -6.91 -1.79
```

Computed properties:
- HOMO-LUMO gap (eV) = 6.819
- energy (a.u.) = -3496.56599
- charge = +1